1.
The following is a DFT calculation (ωB97M-V with the def2-TZVPD basis set) of C4H4O2Pb as an isolated structure in a non-equilibrium geometry.

Each line ends with the Mulliken charge.
CARTESIAN COORDINATES (ANGSTROEM)
H1 -0.089 1.456 -1.624  0.386
O1 0.350 0.847 2.876  -0.142
C1 0.407 0.199 1.922  0.797
C2 0.459 -0.575 0.844  -0.671
C3 -0.213 0.496 -1.119  0.039
C4 -1.371 -0.060 -0.696  -0.626
H2 0.455 -1.659 0.934  0.509
H3 -1.510 -1.143 -0.705  0.299
H4 -2.203 0.623 -0.523  0.319
O2 0.936 0.049 -0.495  -0.278
Pb1 2.779 -0.234 -1.413  1.367

Values from the calculation:
Multiplicity: 1
Orbital gap, eV: 5.54
Total energy, eV: -13531.05317
ΔE to the lowest compared entry with this formula, charge and spin, kJ/mol: 326.17
Net charge: +2



2.
The following is a DFT calculation (ωB97M-V with the def2-TZVPD basis set) of a single C10H14Si2 molecule in a non-equilibrium geometry.

Each line ends with the Mulliken charge.
CARTESIAN COORDINATES (ANGSTROEM)
C1 1.700 1.898 1.287  -0.811
C2 -0.574 -2.587 -2.630  -0.498
C3 0.717 1.430 0.281  0.009
C4 -0.618 -1.322 -1.868  0.000
C5 1.140 2.201 2.412  -0.300
C6 -0.572 -3.659 -1.807  -0.664
C7 -0.471 0.961 1.109  0.024
C8 -0.744 -1.666 -0.555  0.085
C9 -0.286 1.710 2.411  -0.677
C10 -0.523 -3.116 -0.402  -0.605
Si1 0.295 2.864 -1.079  0.431
Si2 -1.005 -0.772 1.025  0.001
H1 2.632 2.237 0.855  0.454
H2 -0.628 -2.657 -3.713  0.387
H3 1.121 0.573 -0.243  0.389
H4 -0.700 -0.351 -2.365  0.302
H5 1.779 2.482 3.277  0.364
H6 -0.432 -4.708 -2.018  0.413
H7 -0.246 1.158 3.323  0.279
H8 -0.929 2.659 2.628  0.241
H9 -1.063 -3.819 0.262  0.379
H10 0.523 -3.105 -0.039  0.251
H11 -0.324 4.086 -0.425  -0.088
H12 -0.533 1.936 -1.982  -0.133
H13 1.552 3.136 -1.728  -0.133
H14 -1.811 -1.569 1.983  -0.100

Values from the calculation:
Multiplicity: 1
Orbital gap (alpha / beta), eV: 7.11 / 7.11
Total energy, eV: -26347.04069
ΔE to the lowest compared entry with this formula, charge and spin, kJ/mol: 154.46
Structure (SMILES): [SiH3][C@H]1C=CC/C1=[SiH]/C1=CC=CC1



3.
The following is a DFT calculation (ωB97M-V with the def2-TZVPD basis set) of C6H9N as an isolated structure.

Each line ends with the Mulliken charge.
CARTESIAN COORDINATES (ANGSTROEM)
C1 2.078 0.355 -0.126  -0.931
N1 0.823 -0.327 -0.113  -0.042
C2 -0.094 -0.890 0.844  -0.537
C3 -1.440 -0.118 0.784  -0.362
C4 -1.118 1.056 -0.125  -0.613
C5 -0.291 -0.030 -0.965  -0.394
C6 -1.098 -1.154 -0.237  -0.396
H1 2.451 0.657 0.856  0.301
H2 2.041 1.249 -0.767  0.318
H3 2.799 -0.337 -0.578  0.324
H4 0.239 -1.479 1.690  0.446
H5 -2.206 -0.219 1.546  0.390
H6 -0.539 1.830 0.407  0.259
H7 -1.961 1.529 -0.631  0.344
H8 -0.033 -0.068 -2.030  0.487
H9 -1.571 -2.064 -0.587  0.406

Values from the calculation:
Multiplicity: 1
Orbital gap, eV: 8.59
Total energy, eV: -7854.13839
ΔE to the lowest compared entry with this formula, charge and spin, kJ/mol: 387.99



4.
The following is a DFT calculation (ωB97M-V with the def2-TZVPD basis set) of a single C4H3I molecule in a non-equilibrium geometry.

Each line ends with the Mulliken charge.
CARTESIAN COORDINATES (ANGSTROEM)
C1 0.136 0.917 0.050  -0.184
C2 0.915 -0.097 0.181  -0.298
C3 -1.139 0.053 -0.083  -0.405
C4 -0.513 -1.089 0.077  -0.232
I1 3.221 0.176 -0.071  -0.001
H1 0.247 2.042 0.185  0.337
H2 -2.111 0.199 -0.291  0.475
H3 -0.757 -2.201 -0.049  0.308

Values from the calculation:
Multiplicity: 1
Orbital gap, eV: 8.12
Total energy, eV: -12291.93426
ΔE to the lowest compared entry with this formula, charge and spin, kJ/mol: 247.43
Structure (SMILES): IC1=CC=C1



5.
The following is a DFT calculation (ωB97M-V with the def2-TZVPD basis set) of a single C3H3NO molecule in a non-equilibrium geometry.

Each line ends with the Mulliken charge.
CARTESIAN COORDINATES (ANGSTROEM)
C1 -0.870 0.160 0.257  -0.802
C2 0.487 0.390 -0.246  0.551
C3 1.368 -0.770 -0.265  0.194
H1 -0.798 0.435 1.381  0.240
H2 -1.644 0.884 -0.261  0.262
H3 -1.270 -0.853 0.127  0.345
N1 1.877 -1.782 -0.467  -0.306
O1 0.849 1.537 -0.525  -0.485

Values from the calculation:
Multiplicity: 1
Orbital gap, eV: 10.61
Total energy, eV: -6695.88183
ΔE to the lowest compared entry with this formula, charge and spin, kJ/mol: 58.87
Structure (SMILES): CC(=O)C#N



6.
The following is a DFT calculation (ωB97M-V with the def2-TZVPD basis set) of C34H43BaN10S as an isolated structure in a non-equilibrium geometry.

Each line ends with the Mulliken charge.
CARTESIAN COORDINATES (ANGSTROEM)
Ba1 -0.547 -0.586 1.210  1.429
C1 -0.905 -1.146 4.981  -0.921
C2 -1.201 -2.611 4.674  -0.886
N1 -1.399 -2.823 3.242  0.266
C3 -0.991 -4.125 2.733  -0.572
C4 0.524 -4.368 2.799  -0.795
S1 1.597 -2.943 2.440  0.042
C5 2.016 -2.341 4.111  -0.747
C6 1.536 -0.938 4.496  -0.620
N2 0.159 -0.589 4.135  0.254
H1 -0.676 -1.042 6.048  0.376
H2 -1.809 -0.567 4.783  0.373
H3 -2.069 -2.915 5.263  0.405
H4 -0.373 -3.234 5.009  0.276
H5 -2.372 -2.665 2.997  0.177
H6 -1.316 -4.179 1.692  0.221
H7 -1.471 -4.958 3.261  0.273
H8 0.787 -5.126 2.061  0.461
H9 0.836 -4.758 3.766  0.447
H10 3.103 -2.343 4.173  0.532
H11 1.663 -3.092 4.812  0.375
H12 2.181 -0.209 4.005  0.051
H13 1.704 -0.833 5.575  0.282
H14 0.096 0.422 4.208  0.246
C7 -2.181 4.003 1.393  -0.874
C8 -3.527 3.900 1.063  -0.463
C9 -4.032 2.693 0.621  -0.862
C10 -3.192 1.580 0.506  -0.163
N3 -1.889 1.689 0.840  0.326
C11 -1.409 2.871 1.259  -0.480
C12 -3.718 0.240 0.099  1.429
C13 -4.907 0.176 -0.639  -0.684
C14 -5.508 -1.045 -0.903  -0.748
C15 -4.917 -2.212 -0.435  -0.839
C16 -3.693 -2.141 0.226  -0.314
C17 -3.047 -0.930 0.527  -0.635
H15 -1.748 4.929 1.747  0.436
H16 -4.181 4.758 1.164  0.414
H17 -5.084 2.601 0.394  0.407
H18 -0.347 2.898 1.493  0.494
H19 -5.368 1.077 -1.033  0.379
H20 -6.437 -1.084 -1.460  0.393
H21 -5.398 -3.171 -0.607  0.418
H22 -3.239 -3.088 0.534  0.172
C18 -1.351 -1.000 -2.493  -0.515
N4 -0.242 -1.652 -1.747  0.744
C19 -0.491 -3.111 -1.775  -0.861
N5 -0.571 -3.632 -3.133  0.140
C20 -1.658 -2.931 -3.833  -0.715
N6 -1.439 -1.479 -3.867  0.156
C21 -0.161 -1.222 -4.538  -0.751
N7 0.963 -1.882 -3.856  0.106
C22 1.014 -1.395 -2.483  -0.426
C23 0.691 -3.326 -3.821  -0.710
H23 -1.180 0.081 -2.499  0.197
H24 -2.289 -1.200 -1.973  -0.010
H25 -1.436 -3.307 -1.261  0.232
H26 0.320 -3.616 -1.245  0.303
H27 -2.603 -3.138 -3.329  0.364
H28 -1.716 -3.305 -4.855  0.339
H29 0.019 -0.146 -4.561  0.310
H30 -0.216 -1.589 -5.563  0.381
H31 1.200 -0.319 -2.494  -0.295
H32 1.837 -1.887 -1.959  0.427
H33 1.510 -3.830 -3.306  0.353
H34 0.637 -3.701 -4.842  0.339
C24 4.344 1.721 0.720  -1.006
C25 3.173 1.257 1.295  -0.131
N8 2.019 1.188 0.628  0.320
C26 2.010 1.600 -0.644  -0.567
C27 3.120 2.098 -1.305  0.167
C28 4.315 2.140 -0.598  0.071
C29 3.033 2.506 -2.731  -1.102
C30 3.229 3.721 -3.233  -0.663
C31 3.467 4.980 -2.491  0.917
C32 4.003 6.076 -3.152  -0.687
C33 4.190 7.234 -2.420  -0.165
N9 3.869 7.320 -1.131  -0.553
C34 3.352 6.218 -0.592  -0.156
N10 3.131 5.056 -1.199  -0.310
H35 5.258 1.753 1.298  0.452
H36 3.163 0.923 2.327  0.142
H37 1.051 1.558 -1.158  0.857
H38 5.212 2.509 -1.083  0.526
H39 2.815 1.704 -3.431  0.494
H40 3.203 3.831 -4.312  0.350
H41 4.268 6.023 -4.200  0.377
H42 4.607 8.125 -2.876  0.393
H43 3.078 6.275 0.457  0.413

Values from the calculation:
Multiplicity: 1
Orbital gap, eV: 7.69
Total energy, eV: -62381.06201
ΔE to the lowest compared entry with this formula, charge and spin, kJ/mol: 29.19
Net charge: +1